No. 1
{"formula": "C4H2F3I", "method": "ωB97M-V with the def2-TZVPD basis set", "homo_energy_ev": -9.6, "smiles": "FC(F)=C(F)I.C#C", "spin_multiplicity": 1, "lumo_ev": -0.23, "relative_energy_kcal_mol": 49.6, "gap_ev": 9.33, "fmax_ev_per_a": 3.86, "species": ["F", "C", "F", "C", "F", "I", "C", "C", "H", "H"], "xyz": [[-1.081551, 1.150753, 1.651116], [-0.892260, 1.352090, 0.363692], [-0.121017, 2.462476, 0.246975], [-1.414386, 0.572640, -0.582762], [-1.319393, 0.752554, -1.885505], [-2.232337, -1.357399, 0.007792], [1.795758, -1.780728, 0.186185], [1.655533, -0.679289, -0.200494], [1.873066, -2.848135, 0.376494], [1.736586, 0.375042, -0.163489]], "forces_ev_per_angstrom": [[-0.05, -0.39, -0.13], [0.46, 0.99, 0.09], [-0.97, -1.18, -0.70], [-0.20, -1.24, 1.24], [0.27, 0.32, -0.02], [0.39, 1.47, -0.47], [0.12, -3.83, 0.42], [0.26, 2.63, 0.18], [-0.06, 0.87, -0.03], [-0.22, 0.36, -0.57]], "nbo_charge": [-0.29, 0.62, -0.30, 0.12, -0.30, 0.15, -0.22, -0.26, 0.24, 0.23]}


No. 2
{"formula": "C25H18Cl48F13NO6P2S", "method": "ωB97M-V with the def2-TZVPD basis set", "homo_energy_ev": -8.9, "spin_multiplicity": 1, "lumo_ev": -0.18, "gap_ev": 8.73, "fmax_ev_per_a": 1.71, "species": ["C", "O", "C", "P", "N", "C", "C", "C", "C", "F", "F", "C", "F", "F", "C", "F", "F", "C", "F", "F", "C", "F", "F", "C", "F", "F", "F", "O", "C", "C", "S", "O", "O", "P", "O", "O", "H", "H", "H", "H", "H", "H", "H", "H", "H", "H", "H", "H", "H", "H", "H", "H", "H", "H", "C", "Cl", "Cl", "Cl", "Cl", "C", "Cl", "Cl", "Cl", "Cl", "C", "Cl", "Cl", "Cl", "Cl", "C", "Cl", "Cl", "Cl", "Cl", "C", "Cl", "Cl", "Cl", "Cl", "C", "Cl", "Cl", "Cl", "Cl", "C", "Cl", "Cl", "Cl", "Cl", "C", "Cl", "Cl", "Cl", "Cl", "C", "Cl", "Cl", "Cl", "Cl", "C", "Cl", "Cl", "Cl", "Cl", "C", "Cl", "Cl", "Cl", "Cl", "C", "Cl", "Cl", "Cl", "Cl"], "xyz": [[0.396313, 2.526541, 2.902527], [0.553892, 1.644055, 1.812076], [-0.542475, 1.479162, 0.925655], [-2.249282, 1.828342, 1.546235], [-3.295904, 0.840012, 0.897584], [-0.239716, 2.246504, -0.352418], [-1.204464, 1.936819, -1.496849], [-0.923423, 0.581950, -2.151699], [-0.205590, 0.703673, -3.490160], [-1.106343, 0.412667, -4.486438], [0.246076, 1.962373, -3.744924], [0.957868, -0.299342, -3.737788], [0.511348, -1.535961, -3.376060], [1.250150, -0.323058, -5.068506], [2.260809, 0.034471, -2.974598], [1.988767, 0.162551, -1.645705], [2.702567, 1.245442, -3.422121], [3.434636, -0.961900, -3.195527], [3.909271, -0.703342, -4.443423], [3.032708, -2.249275, -3.169999], [4.651350, -0.780650, -2.240160], [5.089347, 0.494703, -2.311673], [5.613156, -1.592971, -2.752020], [4.479706, -1.177427, -0.720409], [3.399686, -1.955198, -0.499374], [4.364642, -0.055327, 0.029928], [5.580471, -1.851141, -0.310736], [-0.210179, 3.638368, -0.066165], [0.933961, 4.340851, -0.484851], [1.143854, 4.335453, -2.010792], [2.370097, 5.501589, -2.553192], [3.685452, 4.910815, -2.437601], [1.964771, 6.009969, -3.834873], [2.440719, 3.842621, 0.525488], [3.070323, 2.720096, -0.488766], [3.389103, 5.167166, 0.285183], [1.387210, 2.718571, 3.294955], [-0.014404, 3.487589, 2.597335], [-0.187576, 2.083991, 3.705337], [-0.572410, 0.421776, 0.668784], [-2.515809, 3.170712, 1.231226], [-2.216400, 1.673196, 2.936518], [-4.022997, 1.322169, 0.389434], [0.746720, 1.900674, -0.665426], [-2.212865, 1.908685, -1.101612], [-1.183062, 2.763692, -2.193469], [-1.860936, 0.074942, -2.338017], [-0.383581, -0.051862, -1.457698], [0.764648, 5.377044, -0.195054], [1.556933, 3.376135, -2.315385], [0.238068, 4.502120, -2.582215], [2.288178, 6.489487, -1.629587], [4.024235, 2.785374, -0.561461], [3.960652, 5.066672, -0.489177], [3.967476, -5.952391, 0.068679], [3.859122, -5.159436, 1.644662], [2.756532, -7.237508, 0.005460], [3.652110, -4.804133, -1.233771], [5.583755, -6.631731, -0.137011], [-0.030595, -10.005003, 1.008412], [1.265891, -9.755074, 2.174207], [0.539201, -9.583365, -0.612708], [-0.505915, -11.710809, 1.011385], [-1.412959, -8.996587, 1.444773], [-1.779907, 7.560242, 0.523416], [-0.113948, 7.342900, 1.076993], [-2.650431, 6.034849, 0.685995], [-2.565228, 8.799034, 1.503175], [-1.768822, 8.053646, -1.169645], [-0.290516, -4.071021, 1.481099], [1.040811, -3.795523, 2.606854], [0.243031, -3.572851, -0.135799], [-0.703393, -5.785562, 1.467980], [-1.683270, -3.103286, 1.950515], [-6.849925, 6.840958, 2.538817], [-6.300951, 5.158256, 2.617118], [-7.567638, 7.293440, 4.083047], [-5.465493, 7.879382, 2.188261], [-8.053080, 7.001647, 1.258511], [-5.264582, -11.444679, 1.954846], [-5.844518, -11.336809, 0.291017], [-3.541265, -11.822071, 1.950196], [-5.516804, -9.893835, 2.764382], [-6.155195, -12.707179, 2.809928], [6.287919, 4.990990, 3.487759], [5.581076, 6.553085, 3.066227], [6.493010, 4.887570, 5.237594], [5.217342, 3.699262, 2.939272], [7.853490, 4.831150, 2.692561], [9.051922, 7.348546, -0.437359], [10.246566, 6.261444, -1.147903], [9.414478, 7.581103, 1.274823], [9.102113, 8.905292, -1.266625], [7.440344, 6.644988, -0.613003], [-10.520181, 4.482229, 5.702548], [-9.076874, 4.312695, 4.703656], [-11.432523, 2.971329, 5.695419], [-10.044700, 4.876119, 7.357246], [-11.525829, 5.782160, 5.056036], [-4.049763, -4.834290, -2.016877], [-4.741239, -6.090576, -0.982915], [-2.440961, -4.412913, -1.429661], [-3.940283, -5.432644, -3.675589], [-5.079979, -3.401770, -1.975664], [-8.288269, -1.705424, -3.611440], [-9.519698, -0.674450, -4.343670], [-7.147954, -2.232099, -4.849566], [-7.427195, -0.792121, -2.365464], [-9.055582, -3.113924, -2.876615], [5.259814, -11.754500, 1.124535], [4.287756, -10.309915, 0.848955], [5.376056, -12.060626, 2.860239], [4.493874, -13.135707, 0.334686], [6.878711, -11.518695, 0.459332]], "forces_ev_per_angstrom": [[0.23, 0.10, 0.15], [-0.11, -0.23, -0.06], [0.36, 0.39, 0.42], [-1.10, -0.98, -0.87], [0.45, 0.20, 0.13], [0.17, -0.18, -0.55], [-0.30, 0.06, 0.42], [-0.01, 0.46, 0.14], [-0.44, -0.43, -0.55], [0.25, 0.21, 0.22], [0.00, -0.31, 0.03], [-0.15, -0.29, -0.47], [0.20, 0.53, -0.07], [-0.09, -0.01, 0.83], [0.24, 0.75, -0.01], [0.18, -0.33, -0.47], [-0.22, -0.63, 0.36], [0.11, 0.12, -0.67], [-0.13, -0.21, 0.51], [0.06, 0.40, 0.21], [0.59, -0.40, -0.02], [-0.20, -0.46, 0.05], [-0.41, 0.37, 0.20], [0.17, 0.05, 0.86], [0.76, 0.74, -0.23], [0.02, -0.97, -0.57], [-1.01, 0.62, -0.27], [-0.40, 0.01, 0.04], [0.56, 0.27, -0.57], [0.20, -0.55, 0.49], [-0.08, -0.21, -1.05], [0.02, 0.16, 0.26], [-0.01, 0.13, 0.32], [-0.27, 0.19, 0.98], [-0.14, 0.08, -0.21], [0.07, -0.28, 0.13], [0.20, 0.01, -0.02], [-0.21, 0.12, -0.05], [-0.21, -0.06, 0.07], [-0.23, -0.25, 0.06], [0.35, 0.23, 0.51], [0.35, 0.39, 0.12], [-0.17, -0.08, -0.04], [0.25, 0.14, 0.13], [-0.21, 0.01, 0.00], [0.09, 0.03, -0.25], [-0.12, -0.17, -0.18], [0.21, -0.15, -0.05], [-0.08, -0.04, 0.22], [0.13, -0.07, -0.18], [-0.19, 0.33, 0.04], [-0.05, 0.04, 0.03], [0.33, -0.22, -0.08], [-0.03, 0.25, -0.38], [0.01, -0.06, 0.03], [0.23, 0.01, -0.19], [0.03, 0.00, -0.05], [0.02, -0.09, 0.02], [0.00, -0.06, 0.01], [0.02, -0.08, -0.01], [-0.12, 0.03, 0.09], [-0.08, 0.02, 0.03], [0.17, 0.04, -0.01], [-0.02, -0.07, -0.08], [-0.03, -0.06, -0.05], [0.01, 0.18, 0.17], [-0.02, -0.02, 0.00], [0.25, 0.14, -0.04], [0.01, 0.00, -0.03], [0.11, 0.06, 0.00], [-0.22, 0.12, 0.19], [0.17, 0.02, -0.03], [0.03, 0.08, -0.01], [-0.07, 0.01, 0.01], [-0.03, 0.03, 0.00], [0.02, -0.05, 0.00], [0.08, 0.16, 0.00], [-0.21, -0.11, 0.04], [-0.01, 0.00, -0.01], [0.00, 0.00, 0.02], [-0.01, 0.00, -0.03], [-0.19, -0.03, 0.03], [-0.01, 0.03, 0.01], [0.01, 0.00, 0.00], [0.00, 0.06, -0.07], [-0.02, 0.03, 0.00], [0.00, -0.01, 0.01], [-0.07, -0.09, 0.03], [0.03, -0.10, 0.06], [-0.03, 0.01, 0.00], [0.02, -0.03, -0.01], [0.03, 0.07, -0.02], [0.01, 0.02, -0.01], [-0.02, 0.00, 0.01], [0.00, 0.00, -0.01], [-0.03, -0.17, 0.00], [-0.01, -0.01, 0.00], [0.01, 0.01, 0.03], [-0.02, 0.03, -0.01], [-0.03, 0.02, 0.02], [0.00, -0.02, 0.01], [-0.12, -0.04, -0.14], [0.00, -0.01, -0.02], [-0.02, 0.01, 0.02], [0.00, -0.01, 0.00], [-0.02, 0.01, -0.01], [0.02, 0.00, -0.03], [0.03, 0.01, 0.02], [0.00, -0.02, 0.01], [-0.01, 0.00, 0.00], [0.13, 0.03, -0.08], [0.00, -0.01, 0.03], [-0.01, -0.02, -0.01], [0.02, 0.01, -0.01]], "lowdin_charge": [-0.15, -0.19, -0.38, 0.80, -0.30, -0.34, -0.10, -0.04, -0.40, 0.11, 0.11, -0.33, 0.14, 0.16, -0.30, 0.14, 0.15, -0.33, 0.16, 0.14, -0.31, 0.16, 0.15, -0.48, 0.10, 0.15, 0.16, -0.15, -0.46, -0.22, 0.70, -0.35, -0.33, 0.93, -0.27, -0.33, 0.07, 0.08, 0.07, 0.13, -0.01, 0.01, -0.04, 0.12, 0.09, 0.12, 0.14, 0.11, 0.04, 0.08, 0.11, 0.09, 0.06, 0.02, -2.02, 0.52, 0.48, 0.56, 0.54, -2.02, 0.51, 0.52, 0.51, 0.50, -2.03, 0.57, 0.53, 0.51, 0.55, -2.04, 0.51, 0.48, 0.50, 0.54, -2.05, 0.50, 0.51, 0.49, 0.53, -2.06, 0.52, 0.48, 0.52, 0.53, -2.06, 0.52, 0.53, 0.52, 0.50, -2.06, 0.53, 0.51, 0.53, 0.51, -2.06, 0.49, 0.53, 0.52, 0.52, -2.04, 0.53, 0.49, 0.53, 0.50, -2.07, 0.52, 0.52, 0.50, 0.52, -2.06, 0.48, 0.52, 0.52, 0.52]}